DFT (ωB97M-V/def2-TZVPD) results for a molecular structure, C28H25AsN4RuS2 at a distorted geometry.

As for the HOMO energy (spin up / spin down): -0.3926 / -0.4214 hartree. The calculation puts the electronic energy at -4427.7629 a.u. The calculation puts the maximum force at 2.0 eV Å⁻¹. The expectation value of S² is 8.775. Its energy relative to the best compared isomer or geometry (same formula, charge and spin) is 0.4359 eV.

Geometry as ORCA input:
```
! wB97M-V def2-TZVPD RIJCOSX def2/J DEFGRID3
* xyz 1 6
Ru -0.69756 -1.66077 -0.04723
S -0.54568 -2.69477 2.10899
C -1.56234 -1.59662 3.00155
C -1.35553 -1.49953 4.37522
C -2.14581 -0.66920 5.15675
C -1.89483 -0.55623 6.54734
N -1.66257 -0.45882 7.66469
C -3.19203 0.06397 4.55474
C -3.41314 -0.03780 3.18900
C -2.59585 -0.83815 2.39293
S -2.94897 -0.90296 0.69502
C -4.01435 0.90281 5.34404
N -4.68178 1.59091 5.97043
H -0.57157 -2.08537 4.83221
H -4.21197 0.52310 2.72617
N -1.88264 -3.19602 -1.51187
C -1.02750 -3.98196 -2.40588
C 0.19593 -4.46492 -1.62234
N 0.93005 -3.29349 -1.13112
H -2.35528 -3.80963 -0.84257
H -2.60613 -2.69401 -2.02534
H -0.70099 -3.33153 -3.22542
H -1.55828 -4.84415 -2.82529
H 0.81750 -5.11078 -2.25670
H -0.13572 -5.04724 -0.75574
H 1.38497 -2.80746 -1.90736
H 1.65455 -3.57593 -0.47257
C 3.03150 0.58255 -4.76402
C 3.62567 0.26782 -3.55232
C 2.86356 0.21228 -2.39782
C 1.50296 0.50760 -2.43560
C 0.91148 0.81605 -3.65704
C 1.67420 0.85490 -4.81288
As 0.46663 0.41363 -0.76235
C -0.66996 1.98296 -0.94880
C -1.70072 1.89501 -1.88279
C -2.50325 2.98949 -2.14437
C -2.32106 4.16341 -1.42962
C -1.34315 4.23476 -0.45080
C -0.51676 3.14910 -0.20934
C 1.82180 0.91408 0.53512
C 2.57414 2.08109 0.42810
C 3.50410 2.39119 1.40538
C 3.70428 1.53168 2.47662
C 2.97315 0.35906 2.57678
C 2.03072 0.05596 1.60961
H 3.62649 0.62377 -5.66420
H 4.68527 0.07063 -3.49652
H 3.32317 -0.03552 -1.44608
H -0.14176 1.06020 -3.71155
H 1.20860 1.10678 -5.75428
H -1.87395 0.94949 -2.39542
H -3.27223 2.92858 -2.89993
H -2.95528 5.01463 -1.62331
H -1.21926 5.13980 0.12466
H 0.24460 3.20237 0.56046
H 2.42823 2.73054 -0.43094
H 4.07920 3.30159 1.32775
H 4.43411 1.77267 3.23412
H 3.13686 -0.32253 3.39876
H 1.44417 -0.86908 1.66298
*
```